Record 1
Formula: C15H35ClN5O9
Source: OMol25
Level of theory: ωB97M-V/def2-TZVPD

ΔE to the lowest compared entry with this formula, charge and spin   287.42 kcal/mol
Kohn-Sham gap   8.731 eV
DFT total energy   -54508.7676 eV
Net charge   -1

The geometry in XYZ format:
```
65
Properties=species:S:1:pos:R:3:forces:R:3:nbo_charge:R:1
Cl 20.88312 4.62518 7.50930 0.3 -4.2 3.5 2.5685
O 19.74451 3.83994 8.01752 7.6 1.2 -0.2 -0.8432
O 20.50150 5.39292 6.40008 2.6 0.5 -0.3 -0.8062
O 21.26841 5.47391 8.66168 -2.8 -10.8 -6.9 -0.8073
O 21.98470 3.70898 7.16897 -3.2 0.3 -0.8 -0.8227
C 24.33522 3.79684 5.80694 -0.3 -1.3 -1.1 -0.7238
C 24.64756 2.31612 6.16571 2.3 3.9 2.2 0.6737
O 25.57004 2.09501 6.95531 -0.1 -0.2 0.0 -0.6721
N 24.03432 1.32363 5.60367 -3.1 -2.9 -2.5 -0.6050
C 23.03756 1.29731 4.44309 2.0 1.1 0.3 -0.4218
H 24.10876 3.67595 4.74759 -0.1 0.8 -0.4 0.1996
H 25.17766 4.47683 5.93344 0.1 -0.5 0.2 0.2371
H 23.44072 4.21322 6.27019 0.8 -0.4 -0.4 0.2594
H 24.48034 0.45096 5.84785 -0.2 -0.1 0.0 0.4000
H 22.69342 0.30782 4.14215 0.0 0.0 0.8 0.2142
H 23.62262 1.63190 3.58644 -0.2 0.1 -0.3 0.1935
H 22.22431 2.01417 4.55634 0.1 -0.4 0.3 0.2274
C 16.06161 3.15888 5.25269 0.1 -0.3 -2.3 -0.7171
C 15.60647 3.38284 6.61290 -1.3 0.5 1.5 0.6512
O 14.42915 3.25841 6.94965 -0.6 -0.5 -0.7 -0.6821
N 16.44629 3.85023 7.52452 0.8 -0.2 -1.6 -0.6063
C 17.90729 3.94013 7.36017 -3.3 -0.4 1.9 -0.4149
H 15.58993 3.94501 4.66311 -0.2 0.0 -0.2 0.2412
H 15.66840 2.22225 4.85744 0.0 0.0 0.1 0.2405
H 17.11692 3.24638 4.99427 -0.2 -0.3 0.5 0.2144
H 15.91807 3.96627 8.37752 0.8 0.2 0.4 0.4080
H 18.24920 4.94461 7.11074 -0.9 -0.3 1.2 0.1852
H 18.45834 3.30898 6.66297 -2.0 0.0 0.2 0.2180
H 18.29837 3.54561 8.29799 -2.4 0.4 0.0 0.2404
C 24.15454 7.38030 8.21910 0.1 -0.7 0.5 -0.7177
C 25.06600 6.32195 8.93933 -3.8 0.0 -2.2 0.6894
O 26.20990 6.49107 9.04575 6.0 2.4 0.8 -0.6351
N 24.57601 5.17096 9.36883 1.2 -0.3 0.4 -0.6183
C 23.45375 4.54223 8.89244 -1.7 -1.6 1.4 -0.4391
H 24.60007 7.75228 7.29647 0.4 -0.2 0.2 0.2247
H 24.07124 8.20416 8.92791 0.0 0.1 -0.2 0.2305
H 23.14661 7.05265 7.96448 0.1 -0.1 0.2 0.2135
H 25.16866 4.59894 9.95334 0.4 0.4 -0.4 0.3960
H 23.56743 3.46765 8.74951 0.7 -0.1 0.5 0.2070
H 22.97898 4.74441 7.93233 2.4 1.4 1.4 0.2236
H 22.77827 4.71552 9.73018 -0.8 -1.0 -0.5 0.1835
C 19.86729 2.61834 5.00863 -1.3 0.6 0.0 -0.7068
C 19.62122 3.50596 3.81065 2.7 -4.5 -2.0 0.6588
O 19.96394 3.13551 2.67643 0.2 -0.8 0.0 -0.6933
N 19.09963 4.65323 3.89632 -2.2 4.8 0.5 -0.5803
C 18.52991 5.38915 4.97901 -1.2 0.9 0.3 -0.4632
H 18.91858 2.62438 5.54530 0.5 -0.4 -0.1 0.2067
H 20.61843 3.08281 5.64750 0.0 -0.7 -0.2 0.2454
H 20.00670 1.56886 4.74929 0.5 0.4 -0.3 0.2395
H 18.93161 5.11857 3.01579 0.4 -0.5 -0.2 0.4025
H 19.11923 5.40496 5.89583 -1.4 -0.2 -1.8 0.2575
H 17.53077 5.02791 5.22255 0.0 0.6 -0.3 0.1799
H 18.50566 6.43710 4.68018 -0.3 0.0 -0.1 0.2011
C 19.68969 7.55843 7.86619 0.3 -0.3 0.8 -0.7091
C 20.27561 7.95438 9.20120 -0.4 2.9 1.9 0.6610
O 19.80529 8.93672 9.82179 0.4 -0.8 -0.6 -0.7040
N 21.26526 7.18044 9.66190 0.3 6.4 3.8 -0.6230
C 22.08275 7.37020 10.86300 -1.4 0.4 0.5 -0.4279
H 20.50244 7.24095 7.21294 -0.6 0.4 -0.1 0.2220
H 19.00701 8.28010 7.41759 0.4 0.2 0.3 0.2317
H 19.10482 6.70235 8.20257 -0.3 -0.3 -0.7 0.2174
H 21.41365 6.39235 9.04790 1.7 5.2 1.8 0.3850
H 21.65750 8.02314 11.62520 -0.8 0.2 -0.3 0.2123
H 23.05783 7.84416 10.75031 0.2 -0.6 -0.6 0.1867
H 22.09886 6.41432 11.38656 0.7 -0.2 -0.2 0.1922
```
Forces are in eV/Å.



Record 2
Formula: C15H35ClN5O9
Source: OMol25
Level of theory: ωB97M-V/def2-TZVPD

ΔE to the lowest compared entry with this formula, charge and spin   82.63 kcal/mol
Kohn-Sham gap   8.127 eV
DFT total energy   -54517.6481 eV
Net charge   -1

The geometry in XYZ format:
```
65
Properties=species:S:1:pos:R:3:forces:R:3:nbo_charge:R:1
Cl -0.97378 -0.22821 -1.98567 -0.5 -1.0 0.1 2.5297
O -1.83776 -1.35977 -1.67770 -0.8 0.8 -0.9 -0.8814
O -1.52060 0.72584 -2.97553 0.4 -1.4 0.8 -0.8700
O -0.75025 0.46064 -0.76046 0.3 1.2 0.9 -0.8857
O 0.25970 -0.82364 -2.43230 0.6 0.6 -0.9 -0.8904
C -5.13666 -1.34857 3.47305 -0.3 0.7 0.3 -0.7082
C -5.36147 -1.46788 4.96381 0.5 -2.2 -1.4 0.6722
O -5.64389 -2.59183 5.36704 -0.5 0.3 0.6 -0.6476
N -5.29545 -0.42425 5.78719 0.0 1.1 0.6 -0.6210
C -4.60214 0.84360 5.58122 0.0 0.0 -0.5 -0.4160
H -5.02127 -2.34887 3.05567 0.3 0.3 0.1 0.2505
H -4.35645 -0.64125 3.19187 0.1 -0.2 -0.1 0.2248
H -6.08208 -0.95063 3.10436 0.0 0.1 -0.3 0.2248
H -5.73062 -0.65838 6.66805 0.4 0.3 0.2 0.4015
H -3.76104 0.74187 4.89544 0.1 -0.4 0.2 0.2161
H -4.19579 1.21785 6.52086 -0.2 0.0 0.0 0.2102
H -5.20870 1.60471 5.09042 -0.4 0.1 0.3 0.1923
C -2.48306 5.43835 0.26515 0.0 -1.0 0.1 -0.7275
C -3.55873 4.93955 1.28733 4.2 2.2 0.9 0.6795
O -3.32288 4.99014 2.48381 0.9 -0.1 0.9 -0.6679
N -4.74668 4.63041 0.92899 -2.7 -0.4 -1.8 -0.5920
C -5.25419 4.63983 -0.41980 -1.1 -0.5 0.3 -0.4205
H -2.69638 5.22875 -0.78302 -0.4 0.4 0.0 0.2160
H -1.53002 4.92534 0.39419 -0.2 -0.4 0.5 0.2512
H -2.19562 6.47186 0.45835 -0.6 0.1 -0.1 0.2338
H -5.32990 4.43447 1.72996 -0.2 -0.1 -0.3 0.4066
H -4.97922 5.48836 -1.04629 0.5 -0.1 0.3 0.2059
H -6.33080 4.74667 -0.28715 -0.1 -0.4 -0.4 0.2015
H -5.00703 3.68692 -0.88776 -0.2 0.2 -0.4 0.2131
C 2.68394 4.44514 -3.99206 -0.7 -0.4 0.1 -0.7017
C 3.01769 3.80872 -5.28534 1.8 0.3 -0.4 0.6707
O 3.52658 4.48507 -6.17479 -0.4 -0.7 -0.3 -0.6508
N 2.94477 2.45035 -5.30685 0.2 -0.7 -1.4 -0.6254
C 3.59068 1.67359 -6.38451 0.4 -0.5 0.9 -0.4276
H 1.59533 4.49381 -4.01790 -0.1 0.2 0.8 0.2374
H 3.12455 5.43976 -3.92353 -0.1 -0.3 0.0 0.2355
H 3.05855 3.74460 -3.24573 -0.4 0.4 0.5 0.2221
H 2.44643 1.91135 -4.61314 0.0 0.4 0.1 0.4145
H 4.51109 1.21754 -6.01988 0.6 0.7 0.3 0.1830
H 3.83270 2.28300 -7.25522 -0.4 -0.1 0.2 0.2333
H 3.10413 0.72080 -6.59323 -1.0 0.5 -0.4 0.2076
C 0.08252 -11.09689 -0.50859 0.1 0.8 0.2 -0.7097
C -0.23404 -9.63852 -0.26296 0.4 0.7 2.8 0.6613
O -0.29988 -9.16464 0.88230 0.3 -0.5 -1.3 -0.6461
N -0.50019 -8.93464 -1.35236 0.1 1.0 -0.5 -0.6033
C -0.77884 -7.47988 -1.45435 -0.8 -1.0 -1.9 -0.4183
H 0.72058 -11.20568 -1.38559 -0.4 -0.2 -0.2 0.2102
H -0.93107 -11.48043 -0.62540 0.3 -1.0 -0.1 0.2310
H 0.64362 -11.46992 0.34822 -0.5 -0.2 0.0 0.2432
H -0.56233 -9.49319 -2.19156 0.1 0.5 -0.1 0.3827
H -1.11710 -6.90540 -0.59200 0.4 -0.7 0.2 0.2495
H -1.58801 -7.51131 -2.18398 -0.5 0.6 0.2 0.1947
H -0.00711 -6.97679 -2.03697 0.4 0.1 0.6 0.2048
C 7.90143 2.83399 2.79015 0.8 -0.1 -0.4 -0.7038
C 6.86260 1.76389 2.56769 0.1 0.4 3.4 0.6597
O 6.49909 1.05181 3.51696 0.1 0.2 -1.8 -0.6351
N 6.37471 1.79991 1.33963 0.0 0.2 -1.1 -0.6040
C 5.32624 0.94189 0.86736 1.1 -0.1 -1.1 -0.4215
H 8.69381 2.58140 2.08558 0.3 0.4 -0.2 0.2119
H 8.37803 2.84743 3.77034 -0.5 -0.2 0.0 0.2355
H 7.49380 3.81655 2.55244 0.1 0.0 0.0 0.2194
H 6.76522 2.45582 0.67828 0.0 -0.1 0.4 0.3909
H 5.46582 0.90709 -0.21310 -0.6 0.4 -0.2 0.1994
H 4.37029 1.38592 1.14504 -0.2 -1.1 0.1 0.2222
H 5.65681 -0.07400 1.08368 -1.2 -0.1 0.9 0.2252
```
Forces are in eV/Å.



Record 3
Formula: C15H35CuIN5O5
Source: OMol25
Level of theory: ωB97M-V/def2-TZVPD

ΔE to the lowest compared entry with this formula, charge and spin   41.74 kcal/mol
<S²>   0.760
Multiplicity   2
Kohn-Sham gap (alpha / beta)   8.610 / 6.432 eV
DFT total energy   -86548.0737 eV
Net charge   +1

The geometry in XYZ format:
```
62
Properties=species:S:1:pos:R:3:forces:R:3:nbo_charge:R:1
Cu -0.99332 -0.16682 0.30420 -0.8 0.1 0.4 1.3607
I -3.54258 -0.97698 1.27263 1.1 0.3 -0.4 -0.5181
C -1.97800 -3.74162 -1.80638 0.8 -0.7 0.8 -0.7133
C -0.75088 -3.09264 -1.18171 -0.3 -2.4 -0.7 0.7229
O -0.72704 -1.91717 -0.99614 0.3 3.4 1.0 -0.7021
N 0.28170 -3.89363 -0.82791 -0.3 -1.3 -1.5 -0.6111
C 1.42667 -3.60263 -0.04021 0.4 0.5 0.8 -0.4108
H -2.85458 -3.13795 -1.57126 0.2 0.1 -0.3 0.2593
H -2.06991 -4.69057 -1.27803 -0.4 -0.2 -0.2 0.2312
H -1.83780 -3.95927 -2.86519 -0.1 0.2 0.0 0.2364
H 0.37008 -4.81829 -1.22452 -0.9 0.1 -0.1 0.4009
H 2.16817 -4.38071 -0.22149 -0.1 0.0 0.2 0.2127
H 1.09074 -3.61506 0.99666 0.5 0.2 0.2 0.2142
H 1.91254 -2.65263 -0.26275 -0.3 0.2 0.0 0.1930
C 3.24296 0.85723 0.27171 -0.6 -0.2 0.4 -0.7218
C 2.17532 0.37566 -0.72303 -1.0 -0.2 0.9 0.7070
O 0.95637 0.42161 -0.46226 1.4 -0.1 -0.5 -0.7129
N 2.67907 -0.18703 -1.83566 0.8 2.1 2.2 -0.5888
C 1.93400 -0.87859 -2.80982 0.8 -0.6 -0.8 -0.4097
H 3.78853 1.75060 -0.03215 -0.1 -0.1 -0.2 0.2450
H 3.94762 0.05828 0.50244 0.2 0.0 -0.4 0.2320
H 2.75646 1.03785 1.23025 -0.2 0.3 -0.2 0.2353
H 3.66428 0.02102 -1.91428 -0.1 -0.5 -0.6 0.4034
H 1.64629 -1.81175 -2.32553 -0.7 0.0 -0.7 0.2132
H 2.70148 -1.06175 -3.56183 -0.5 -0.5 -0.5 0.2145
H 1.13989 -0.27688 -3.25190 -0.2 -0.3 0.3 0.2129
C 2.38723 -1.57696 2.69880 0.7 0.3 -0.3 -0.7183
C 1.01170 -0.95382 2.94228 0.3 -0.2 -0.4 0.7004
O 0.21505 -1.03944 2.01368 -0.8 0.1 0.3 -0.6947
N 0.75791 -0.40379 4.16725 -0.6 -0.3 -0.5 -0.6029
C -0.60681 0.10953 4.56817 1.2 0.2 -0.8 -0.4191
H 3.23118 -0.93987 2.96329 -0.1 -0.1 0.9 0.2228
H 2.62170 -1.72519 1.64469 -0.9 0.2 -0.2 0.2238
H 2.48311 -2.58530 3.10149 -0.1 0.3 0.6 0.2495
H 1.58733 -0.02656 4.60299 -0.3 -0.2 0.4 0.3995
H -1.38727 -0.57141 4.22862 0.3 0.0 -0.2 0.2420
H -0.70361 1.08020 4.08183 -0.5 0.0 0.1 0.2073
H -0.70968 0.22906 5.64671 0.5 -0.2 -0.1 0.2169
C -2.76926 3.34364 1.30116 -0.8 1.7 0.0 -0.7076
C -1.36107 2.96863 1.50532 1.0 -3.3 0.4 0.6979
O -1.01906 1.75407 1.46575 -0.2 1.1 -0.2 -0.7419
N -0.44620 3.89054 1.82875 -2.7 -0.1 -1.2 -0.5763
C 0.84469 3.58508 2.26668 2.2 1.2 1.4 -0.4235
H -2.94364 4.35674 1.66353 0.1 0.3 -0.1 0.2094
H -3.48930 2.77271 1.88740 0.4 -0.6 -0.4 0.2695
H -3.01600 3.38351 0.24020 -0.1 -0.5 0.0 0.2559
H -0.84382 4.81682 1.89199 0.7 0.1 0.2 0.4067
H 1.22738 2.56645 2.20313 -0.8 0.0 -0.5 0.2373
H 0.89327 3.88393 3.31378 0.2 -0.3 0.4 0.2005
H 1.56250 4.26133 1.80240 0.1 -0.2 -0.3 0.2069
C -3.33727 -0.21151 -2.91235 -0.9 -0.8 -0.6 -0.7125
C -2.16311 0.63647 -2.63074 -1.0 -0.1 0.3 0.7095
O -1.83240 0.80058 -1.45841 1.1 0.6 -0.1 -0.7144
N -1.65346 1.26306 -3.69632 1.0 0.5 -0.7 -0.5877
C -0.47441 2.08572 -3.72892 1.2 0.3 -0.1 -0.4272
H -3.06642 -1.25108 -3.09686 0.3 -0.1 0.5 0.2397
H -3.85095 0.04491 -3.83889 -0.1 0.4 0.1 0.2200
H -3.99733 -0.14450 -2.04751 0.0 -0.2 -0.2 0.2662
H -1.92677 1.04547 -4.64398 -0.7 -0.4 0.5 0.4066
H 0.21327 1.85800 -2.91447 -0.3 0.1 0.2 0.2205
H -0.64343 3.16004 -3.80234 -0.4 0.0 0.5 0.2093
H 0.07687 1.87240 -4.64472 0.0 -0.3 -0.1 0.2015
```
Forces are in eV/Å.